The following is a DFT calculation (the ωB97M-V functional and the def2-TZVPD basis) of a cluster of 5 separate species, C23H52FI2O8 in total.

```
86
Properties=species:S:1:pos:R:3:mulliken_charge:R:1
H -1.14041 -2.66240 -3.81802 0.469
H -2.34901 -3.47609 9.65396 0.333
H 1.29421 1.11053 -2.90799 0.234
O 1.05414 3.55866 -0.95415 -0.357
H 4.79681 -2.22085 -2.65285 0.383
C -1.78340 -1.37576 7.86887 -0.732
H -2.62010 -2.73987 6.01925 0.318
H 4.37018 1.99413 -4.94668 0.038
H -1.61377 -0.64867 7.06718 0.324
H 2.88316 2.96396 -1.70498 0.148
H -4.32742 -2.71596 6.44275 0.074
H -5.00365 -0.28162 1.33572 0.284
H 4.41970 -0.41456 -4.27807 0.117
H 0.21236 6.67359 1.34257 0.313
H 3.40443 1.05780 -8.74991 0.249
H -3.31651 -2.03262 2.07627 0.350
H -6.62331 -2.94849 4.67890 0.253
H 2.89131 3.83062 -5.52202 0.378
C 2.72647 4.43245 -7.87583 -0.723
C 2.52711 -0.66706 -3.23483 -0.356
C 4.84224 -1.18549 -2.31281 -1.626
O -5.18068 -2.34167 1.22837 -0.333
H 0.00674 0.34564 -1.03869 0.093
H -1.64186 -0.88048 8.82914 0.250
H 2.02647 5.18154 -7.48779 0.323
H -2.33133 -5.24412 9.86952 0.312
H -4.01672 -4.41177 8.16518 0.301
C -0.56420 -0.95561 -2.61327 -0.212
C -3.94882 -2.84845 1.71286 -0.431
H -4.68544 -4.75375 2.38181 0.357
H 5.88701 -0.87441 -2.27345 0.443
H 2.26029 3.44728 -7.80765 0.313
C 4.03247 -0.31858 -3.25867 0.691
C -4.13394 -3.89729 2.78541 -0.694
C 0.46500 3.88210 1.37873 -0.740
H -6.61846 -0.96686 1.61961 0.247
H 4.53925 4.40311 -5.23141 0.359
H 5.48304 2.39491 -6.26440 0.315
H 1.92354 6.76161 0.86889 0.243
H 4.40798 -1.12782 -1.31432 0.312
C 1.03941 6.12460 0.87438 -0.681
C 1.67116 0.23651 -2.36146 -0.279
O 3.66478 1.57031 -6.80780 -0.336
C 0.50207 -0.38741 -1.68160 -0.627
H -3.43729 -4.96339 6.58455 0.397
C -0.23812 -2.18702 -3.43981 -1.162
C -1.87213 -4.40500 9.33329 -0.743
F 4.26650 1.02322 -2.90089 -0.350
H -0.81345 -4.36589 9.58624 0.250
H 2.34902 4.62453 -2.08898 0.232
H 2.95650 4.25013 -0.46423 0.368
C 4.19914 1.43310 -8.10506 -0.829
O 1.35543 4.96423 1.61287 -0.369
H 5.02707 0.71285 -8.11326 0.308
H 0.20084 2.13175 0.20634 0.087
H -3.42992 -3.30701 0.86779 0.317
C 0.94300 2.92938 0.30542 -0.076
H -0.52924 4.26533 1.12053 0.344
C 4.43142 2.40868 -5.95438 -0.004
O -4.78674 -3.40520 3.94874 -0.073
H 0.37934 3.33011 2.31907 0.403
O -3.11112 -1.86303 7.83333 -0.434
H -1.05316 -2.18184 7.77259 0.327
H -6.40466 -4.66500 4.26517 0.312
H 2.93457 4.65632 -8.92194 0.247
H 0.32142 -2.91299 -2.85355 0.243
C 3.91115 3.82542 -5.91527 -0.604
H -0.86015 -0.13000 -3.25802 0.405
I -2.48327 -1.34880 -1.49673 -0.100
C -5.55320 -1.10559 1.80306 -0.648
O 3.95401 4.48022 -7.17725 -0.411
H 4.55869 2.38592 -8.50165 0.368
O -1.96867 -4.58791 7.93624 -0.396
H 2.45866 -1.69320 -2.86727 0.259
H 0.76875 5.88502 -0.15594 0.275
H -6.62505 -3.45505 2.97723 0.393
H 2.20911 -0.70085 -4.29047 0.017
C -3.24225 -4.26528 7.40314 -0.534
H 0.37233 -1.89969 -4.29860 0.236
C -3.32464 -2.86166 6.84737 -0.076
C 2.38800 3.85996 -1.31362 -0.582
H 1.88831 2.45942 0.58986 0.351
I 1.12545 -1.94060 -0.23016 -0.097
H -3.14578 -4.24862 3.09490 0.353
H -5.37172 -1.08787 2.88097 0.234
C -6.18052 -3.63575 3.95766 -0.935
```

Computed properties:
HOMO = -2.4775 eV
E_LUMO = 2.3 eV
Electronic energy = -59987.9180 eV
Total charge = -1